{
  "formula": "C20H25N5",
  "method": "wB97M-V/def2-TZVPD",
  "largest_force_ev_per_a": 8.36,
  "smiles": "c1cc[nH]c1.c1cc[nH]c1.c1cc[nH]c1.c1cc[nH]c1.c1cc[nH]c1",
  "gap_ev": 8.094,
  "symbols": ["C", "C", "C", "N", "C", "H", "H", "H", "H", "H", "C", "C", "C", "N", "C", "H", "H", "H", "H", "H", "C", "C", "C", "N", "C", "H", "H", "H", "H", "H", "C", "C", "C", "N", "C", "H", "H", "H", "H", "H", "C", "C", "C", "N", "C", "H", "H", "H", "H", "H"],
  "positions_angstrom": [[-3.09, 2.83, -1.98], [-3.80, 2.44, -3.15], [-4.21, 1.06, -2.96], [-3.71, 0.70, -1.71], [-3.00, 1.76, -1.12], [-2.71, 3.79, -1.76], [-4.24, 3.03, -3.99], [-4.79, 0.33, -3.49], [-3.79, -0.25, -1.33], [-2.59, 1.54, -0.17], [-1.11, -0.56, 2.75], [-1.02, -1.83, 2.22], [-2.16, -2.63, 2.77], [-2.78, -1.70, 3.57], [-2.24, -0.45, 3.49], [-0.37, 0.21, 2.64], [-0.27, -2.22, 1.50], [-2.53, -3.54, 2.61], [-3.74, -1.96, 3.91], [-2.76, 0.40, 3.93], [1.43, -0.65, -1.01], [1.47, -0.84, -2.42], [0.36, -0.21, -2.92], [-0.47, 0.21, -1.93], [0.05, -0.11, -0.70], [2.26, -0.92, -0.31], [2.35, -1.32, -2.90], [-0.09, 0.00, -3.89], [-1.40, 0.61, -2.05], [-0.49, 0.13, 0.21], [2.80, 4.12, -0.50], [3.36, 4.24, -1.80], [2.77, 3.10, -2.57], [1.97, 2.42, -1.63], [2.04, 3.00, -0.42], [3.10, 4.80, 0.31], [3.96, 5.11, -2.14], [2.80, 2.70, -3.57], [1.47, 1.55, -1.82], [1.54, 2.54, 0.45], [2.51, -2.16, 2.48], [1.88, -2.92, 3.47], [1.80, -4.30, 2.92], [2.55, -4.27, 1.77], [2.88, -2.97, 1.45], [2.73, -1.08, 2.45], [1.37, -2.58, 4.34], [1.44, -5.26, 3.24], [2.91, -5.08, 1.17], [3.55, -2.81, 0.58]],
  "nbo_charge": [-0.288, -0.306, -0.080, -0.522, -0.121, 0.233, 0.235, 0.219, 0.421, 0.223, -0.324, -0.290, -0.093, -0.488, -0.091, 0.222, 0.241, 0.200, 0.409, 0.215, -0.320, -0.313, -0.110, -0.511, -0.104, 0.234, 0.236, 0.217, 0.438, 0.227, -0.313, -0.311, -0.100, -0.507, -0.080, 0.216, 0.224, 0.213, 0.440, 0.208, -0.315, -0.290, -0.083, -0.507, -0.093, 0.227, 0.227, 0.209, 0.421, 0.209]
}

{
  "formula": "C20H25N5",
  "method": "wB97M-V/def2-TZVPD",
  "largest_force_ev_per_a": 13.35,
  "smiles": "c1cc[nH]c1.c1cc[nH]c1.c1cc[nH]c1.c1cc[nH]c1.c1cc[nH]c1",
  "gap_ev": 7.509,
  "symbols": ["C", "C", "C", "N", "C", "H", "H", "H", "H", "H", "C", "C", "C", "N", "C", "H", "H", "H", "H", "H", "C", "C", "C", "N", "C", "H", "H", "H", "H", "H", "C", "C", "C", "N", "C", "H", "H", "H", "H", "H", "C", "C", "C", "N", "C", "H", "H", "H", "H", "H"],
  "positions_angstrom": [[23.09, -40.36, -6.77], [21.66, -40.74, -6.78], [20.93, -39.72, -7.63], [21.88, -38.82, -8.00], [23.18, -39.17, -7.60], [24.12, -40.82, -6.16], [21.18, -41.56, -6.32], [20.02, -39.61, -7.68], [21.37, -37.85, -8.27], [23.84, -38.50, -7.89], [30.11, -37.29, -4.63], [29.69, -37.36, -3.24], [28.19, -36.96, -3.31], [27.95, -36.65, -4.64], [28.88, -36.86, -5.53], [31.03, -37.58, -5.09], [30.45, -37.61, -2.45], [27.43, -36.78, -2.63], [27.04, -36.34, -4.82], [28.88, -36.54, -6.52], [24.17, -32.38, -7.48], [23.25, -32.25, -8.69], [23.13, -30.76, -8.83], [23.77, -30.07, -7.76], [24.39, -31.04, -6.89], [24.43, -33.42, -6.91], [22.75, -32.98, -9.19], [22.32, -30.03, -9.45], [23.88, -29.11, -7.71], [25.04, -30.75, -5.94], [25.94, -35.20, -6.33], [25.55, -36.60, -6.63], [24.96, -36.95, -5.33], [24.86, -35.83, -4.44], [25.50, -34.72, -5.04], [26.50, -34.64, -7.11], [25.78, -37.41, -7.43], [24.37, -37.92, -4.87], [24.43, -35.88, -3.46], [25.61, -33.71, -4.68], [24.93, -34.77, -1.39], [23.62, -34.20, -1.69], [22.75, -35.37, -2.03], [23.43, -36.53, -1.81], [24.70, -36.26, -1.25], [25.88, -34.21, -1.01], [23.26, -33.06, -1.93], [21.72, -35.53, -2.49], [23.11, -37.63, -1.81], [25.35, -37.14, -1.04]],
  "nbo_charge": [-0.304, -0.320, -0.048, -0.504, -0.085, 0.247, 0.215, 0.173, 0.431, 0.197, -0.309, -0.312, -0.129, -0.466, -0.079, 0.207, 0.233, 0.198, 0.436, 0.210, -0.318, -0.301, -0.071, -0.540, -0.106, 0.256, 0.216, 0.217, 0.410, 0.226, -0.332, -0.351, -0.080, -0.569, -0.105, 0.238, 0.258, 0.229, 0.472, 0.237, -0.320, -0.321, -0.094, -0.558, -0.119, 0.255, 0.259, 0.233, 0.455, 0.229]
}

{
  "formula": "C20H25N5O4",
  "method": "wB97M-V/def2-TZVPD",
  "largest_force_ev_per_a": 1.45,
  "smiles": "COC[C@@H](C)n1c(C)cc(C(=O)COC(=O)c2nc3nc(C)cc(C)n3n2)c1C",
  "gap_ev": 8.105,
  "symbols": ["C", "O", "C", "C", "C", "N", "C", "C", "C", "C", "C", "O", "C", "O", "C", "O", "C", "N", "C", "N", "C", "C", "C", "C", "C", "N", "N", "C", "C", "H", "H", "H", "H", "H", "H", "H", "H", "H", "H", "H", "H", "H", "H", "H", "H", "H", "H", "H", "H", "H", "H", "H", "H", "H"],
  "positions_angstrom": [[0.90, -0.93, 6.48], [1.10, -1.13, 5.10], [0.35, -2.21, 4.58], [0.55, -2.24, 3.06], [0.23, -3.61, 2.47], [-0.16, -1.15, 2.42], [0.47, 0.01, 2.03], [1.93, 0.26, 2.18], [-0.47, 0.85, 1.51], [-1.73, 0.20, 1.59], [-3.01, 0.71, 1.17], [-4.09, 0.24, 1.47], [-2.96, 1.96, 0.28], [-2.12, 1.75, -0.85], [-1.19, 2.66, -1.11], [-1.00, 3.67, -0.47], [-0.39, 2.26, -2.29], [0.93, 2.43, -2.37], [1.25, 1.97, -3.56], [2.43, 1.89, -4.16], [2.46, 1.40, -5.37], [3.80, 1.32, -6.04], [1.30, 0.96, -6.05], [0.08, 1.03, -5.44], [-1.22, 0.60, -6.01], [0.07, 1.54, -4.19], [-0.95, 1.73, -3.37], [-1.49, -1.04, 2.19], [-2.51, -2.09, 2.47], [-0.15, -0.70, 6.70], [1.20, -1.82, 7.05], [1.53, -0.09, 6.76], [0.69, -3.16, 5.03], [-0.72, -2.07, 4.83], [1.62, -2.04, 2.90], [1.02, -4.31, 2.72], [0.17, -3.54, 1.39], [-0.71, -4.01, 2.85], [2.15, 1.26, 1.84], [2.23, 0.16, 3.22], [2.52, -0.44, 1.58], [-0.27, 1.84, 1.14], [-2.59, 2.82, 0.86], [-3.98, 2.17, -0.08], [4.55, 1.72, -5.37], [3.79, 1.89, -6.97], [4.03, 0.28, -6.28], [1.38, 0.56, -7.05], [-1.90, 1.46, -6.07], [-1.09, 0.17, -7.00], [-1.70, -0.12, -5.35], [-2.39, -2.52, 3.47], [-3.49, -1.64, 2.39], [-2.45, -2.90, 1.74]],
  "nbo_charge": [-0.244, -0.544, -0.060, -0.056, -0.616, -0.336, 0.163, -0.656, -0.270, -0.264, 0.555, -0.567, -0.178, -0.477, 0.772, -0.561, 0.226, -0.447, 0.487, -0.434, 0.277, -0.649, -0.320, 0.280, -0.653, -0.177, -0.281, 0.246, -0.672, 0.169, 0.164, 0.198, 0.169, 0.172, 0.227, 0.219, 0.225, 0.213, 0.238, 0.233, 0.211, 0.228, 0.229, 0.212, 0.243, 0.226, 0.226, 0.228, 0.247, 0.228, 0.249, 0.208, 0.275, 0.219]
}

{
  "formula": "C20H25NO3",
  "method": "wB97M-V/def2-TZVPD",
  "largest_force_ev_per_a": 11.38,
  "gap_ev": 8.150,
  "symbols": ["C", "C", "O", "C", "C", "C", "C", "C", "C", "H", "H", "O", "C", "C", "C", "C", "C", "C", "C", "H", "C", "O", "N", "C", "C", "H", "H", "H", "H", "H", "C", "C", "H", "H", "H", "H", "H", "H", "H", "H", "H", "H", "H", "H", "H", "H", "H", "H", "H"],
  "positions_angstrom": [[5.66, -5.73, -0.19], [4.19, -6.37, -0.49], [3.51, -5.82, -1.49], [2.93, -4.67, -1.49], [2.30, -4.19, -2.82], [1.84, -2.97, -2.71], [1.79, -2.22, -1.54], [2.04, -2.90, -0.25], [2.77, -4.12, -0.28], [3.17, -4.36, 0.62], [2.08, -2.39, 0.87], [0.90, -1.26, -1.45], [0.63, -0.33, -0.53], [0.03, 0.96, -0.57], [-0.28, 1.29, -2.01], [-0.69, 2.58, -2.27], [-1.28, 3.44, -1.34], [-1.04, 2.95, 0.06], [-0.58, 1.75, 0.49], [-0.20, 1.45, 1.45], [-1.62, 3.70, 1.23], [-0.57, 4.44, 1.96], [-2.84, 3.77, 1.66], [-3.67, 2.93, 0.96], [-4.11, 1.35, 1.71], [-3.01, 1.07, 1.51], [-4.69, 0.97, 0.92], [-4.19, 1.59, 2.79], [-3.44, 2.78, -0.19], [-4.79, 3.45, 0.92], [-3.42, 4.55, 2.74], [-4.07, 5.81, 2.09], [-4.33, 6.52, 3.02], [-3.24, 6.47, 1.46], [-4.80, 5.70, 1.40], [-2.51, 4.82, 3.49], [-4.27, 3.95, 3.21], [-1.58, 4.42, -1.35], [-0.94, 2.87, -3.22], [0.34, 0.68, -2.67], [1.80, 0.09, 0.07], [0.44, -0.90, 0.47], [1.44, -2.61, -3.58], [2.63, -4.71, -3.70], [3.64, -6.63, 0.41], [4.35, -7.40, -0.84], [5.46, -4.66, -0.02], [6.21, -5.70, -1.20], [6.01, -6.39, 0.69]],
  "nbo_charge": [-0.657, -0.069, -0.485, 0.355, -0.237, -0.225, 0.235, -0.211, -0.360, 0.220, 0.223, -0.504, -0.036, 0.032, -0.267, -0.170, -0.245, -0.028, -0.264, 0.244, 0.648, -0.732, -0.463, -0.209, -0.649, 0.213, 0.231, 0.232, 0.245, 0.178, -0.230, -0.614, 0.221, 0.219, 0.205, 0.278, 0.212, 0.226, 0.204, 0.227, 0.143, 0.192, 0.219, 0.231, 0.169, 0.186, 0.214, 0.223, 0.229]
}